ORCA calculation (ωB97M-V/def2-TZVPD) on 20 unconnected molecules or ions with the total composition C44H109IN2O23S.

Output
Largest force on an atom = 1.3 eV/A
HOMO level = -7.8 eV
Lowest unoccupied orbital energy = 0.225 eV
Multiplicity = 1
Net charge = 0
Total energy = -116393.3572 eV

Each atom is followed by the atoms it is bonded to, with distances in Å.
Atoms and positions in Å:
1 C 4.052 -3.701 1.612  C2 1.533, H34 1.088, H35 1.086, H36 1.088
2 C 4.173 -4.720 0.472  C1 1.533, C3 1.511, H37 1.086, H38 1.088
3 C 2.820 -4.918 -0.170  C2 1.511, O4 1.183, O5 1.372
4 O 1.906 -5.436 0.375  C3 1.183
5 O 2.717 -4.411 -1.440  C3 1.372, C6 1.451
6 C 2.075 -3.112 -1.366  O5 1.451, C7 1.525, H39 1.092, H40 1.088
7 C 2.016 -2.490 -2.757  C6 1.525, C8 1.508, H41 1.090, H42 1.086
8 C 0.633 -2.152 -3.254  C7 1.508, C9 1.393, C13 1.393
9 C 0.290 -2.283 -4.598  C8 1.393, C10 1.398, H43 1.082
10 C -0.986 -1.953 -5.064  C9 1.398, C11 1.387, H44 1.079
11 C -1.919 -1.488 -4.149  C10 1.387, C12 1.397, S33 1.768
12 C -1.598 -1.363 -2.795  C11 1.397, C13 1.384, N14 1.426
13 C -0.324 -1.680 -2.359  C8 1.393, C12 1.384, H45 1.079
14 N -2.557 -0.886 -1.855  C12 1.426, O15 1.430, C23 1.428
15 O -2.688 0.533 -1.981  N14 1.430, C16 1.439
16 C -2.076 1.074 -0.796  O15 1.439, C17 1.520, H46 1.086, H47 1.094
17 C -1.264 2.319 -1.115  C16 1.520, N18 1.469, H48 1.095, H49 1.088
18 N 0.112 1.894 -1.402  C17 1.469, C19 1.468, H50 1.010
19 C 0.998 1.767 -0.239  N18 1.468, C20 1.536, H51 1.093, H52 1.090
20 C 1.798 0.459 -0.343  C19 1.536, C21 1.531, O22 1.436, H53 1.086
21 C 3.190 0.549 0.288  C20 1.531, H54 1.090, H55 1.087, H56 1.091
22 O 1.072 -0.600 0.300  C20 1.436, H57 0.962
23 C -3.821 -1.546 -1.932  N14 1.428, C24 1.402, C28 1.404
24 C -4.444 -1.678 -3.181  C23 1.402, C25 1.386, S33 1.773
25 C -5.683 -2.275 -3.344  C24 1.386, C26 1.383, H58 1.080
26 C -6.332 -2.741 -2.216  C25 1.383, C27 1.389, H59 1.078
27 C -5.724 -2.632 -0.971  C26 1.389, C28 1.396, H60 1.076
28 C -4.467 -2.051 -0.792  C23 1.404, C27 1.396, C29 1.523
29 C -3.898 -1.980 0.620  C28 1.523, I30 2.164, C31 1.539, H61 1.088
30 I -1.880 -2.747 0.763  C29 2.164
31 C -4.712 -2.772 1.658  C29 1.539, C32 1.537, H62 1.085, H63 1.085
32 C -5.847 -1.951 2.290  C31 1.537, H64 1.090, H65 1.086, H66 1.087
33 S -3.574 -1.052 -4.593  C11 1.768, C24 1.773
34 H 4.960 -3.703 2.211  C1 1.088
35 H 3.176 -3.922 2.214  C1 1.086
36 H 3.958 -2.694 1.211  C1 1.088
37 H 4.874 -4.389 -0.288  C2 1.086
38 H 4.471 -5.691 0.859  C2 1.088
39 H 2.698 -2.484 -0.726  C6 1.092
40 H 1.104 -3.224 -0.888  C6 1.088
41 H 2.553 -1.543 -2.705  C7 1.090
42 H 2.560 -3.102 -3.469  C7 1.086
43 H 1.001 -2.664 -5.318  C9 1.082
44 H -1.238 -2.052 -6.108  C10 1.079
45 H -0.072 -1.541 -1.319  C13 1.079
46 H -1.373 0.318 -0.458  C16 1.086
47 H -2.849 1.232 -0.039  C16 1.094
48 H -1.347 2.980 -0.246  C17 1.095
49 H -1.654 2.806 -2.006  C17 1.088
50 H 0.520 2.576 -2.027  N18 1.010
51 H 1.713 2.594 -0.222  C19 1.093
52 H 0.445 1.793 0.700  C19 1.090
53 H 1.918 0.182 -1.387  C20 1.086
54 H 3.885 -0.120 -0.220  C21 1.090
55 H 3.638 1.539 0.254  C21 1.087
56 H 3.189 0.238 1.334  C21 1.091
57 H 1.103 -0.408 1.242  O22 0.962
58 H -6.128 -2.351 -4.326  C25 1.080
59 H -7.314 -3.171 -2.328  C26 1.078
60 H -6.294 -3.003 -0.137  C27 1.076
61 H -3.922 -0.938 0.934  C29 1.088
62 H -4.020 -3.057 2.444  C31 1.085
63 H -5.057 -3.713 1.243  C31 1.085
64 H -6.678 -2.623 2.510  C32 1.090
65 H -5.530 -1.567 3.256  C32 1.086
66 H -6.219 -1.161 1.642  C32 1.087
67 C 7.011 3.133 0.548  O68 1.433, H69 1.080, H70 1.091, H71 1.094
68 O 5.997 2.207 0.142  C67 1.433, H72 0.961
69 H 6.751 3.510 1.527  C67 1.080
70 H 7.979 2.632 0.605  C67 1.091
71 H 7.070 3.969 -0.155  C67 1.094
72 H 6.239 1.874 -0.726  O68 0.961
73 C 7.748 1.522 4.143  O74 1.433, H75 1.086, H76 1.089, H77 1.094
74 O 7.163 2.709 3.594  C73 1.433, H78 0.961
75 H 8.788 1.728 4.376  C73 1.086
76 H 7.228 1.234 5.056  C73 1.089
77 H 7.693 0.708 3.415  C73 1.094
78 H 6.245 2.503 3.396  O74 0.961
79 C 6.366 -7.979 1.762  O80 1.427, H81 1.087, H82 1.092, H83 1.093
80 O 7.388 -7.515 2.644  C79 1.427, H84 0.961
81 H 6.696 -7.806 0.742  C79 1.087
82 H 6.189 -9.047 1.907  C79 1.092
83 H 5.441 -7.425 1.941  C79 1.093
84 H 7.082 -7.672 3.541  O80 0.961
85 C -7.032 1.121 -3.432  O86 1.429, H87 1.085, H88 1.093, H89 1.095
86 O -6.652 1.490 -2.104  C85 1.429, H90 0.963
87 H -7.861 1.751 -3.738  C85 1.085
88 H -6.196 1.272 -4.119  C85 1.093
89 H -7.345 0.073 -3.455  C85 1.095
90 H -5.915 0.923 -1.852  O86 0.963
91 C 9.915 4.452 5.239  O92 1.432, H93 1.087, H94 1.093, H95 1.090
92 O 10.328 3.132 5.610  C91 1.432, H96 0.960
93 H 9.631 4.433 4.189  C91 1.087
94 H 9.052 4.758 5.835  C91 1.093
95 H 10.730 5.163 5.381  C91 1.090
96 H 10.573 3.156 6.538  O92 0.960
97 C 10.741 0.861 1.714  O98 1.432, H99 1.087, H100 1.092, H101 1.086
98 O 10.422 2.120 1.110  C97 1.432, H102 0.962
99 H 11.055 0.181 0.926  C97 1.087
100 H 11.556 0.987 2.430  C97 1.092
101 H 9.873 0.449 2.219  C97 1.086
102 H 10.146 2.711 1.816  O98 0.962
103 C -8.292 5.315 -4.698  O104 1.423, H105 1.088, H106 1.093, H107 1.094
104 O -7.810 4.061 -4.230  C103 1.423, H108 0.965
105 H -8.497 5.238 -5.764  C103 1.088
106 H -9.214 5.574 -4.173  C103 1.093
107 H -7.544 6.095 -4.535  C103 1.094
108 H -7.649 4.171 -3.284  O104 0.965
109 C -10.005 4.622 -0.877  O110 1.437, H111 1.086, H112 1.083, H113 1.087
110 O -8.857 5.279 -1.438  C109 1.437, H114 0.960
111 H -9.981 3.581 -1.184  C109 1.086
112 H -9.977 4.680 0.204  C109 1.083
113 H -10.916 5.088 -1.246  C109 1.087
114 H -8.886 6.199 -1.162  O110 0.960
115 C 10.530 -2.766 3.985  O116 1.424, H117 1.087, H118 1.093, H119 1.093
116 O 9.947 -1.595 3.421  C115 1.424, H120 0.962
117 H 11.570 -2.541 4.211  C115 1.087
118 H 10.017 -3.050 4.907  C115 1.093
119 H 10.491 -3.600 3.279  C115 1.093
120 H 9.028 -1.801 3.225  O116 0.962
121 C 9.024 -5.593 5.145  O122 1.425, H123 1.087, H124 1.094, H125 1.093
122 O 8.259 -4.560 4.530  C121 1.425, H126 0.961
123 H 9.992 -5.176 5.410  C121 1.087
124 H 8.530 -5.951 6.053  C121 1.094
125 H 9.172 -6.425 4.451  C121 1.093
126 H 7.405 -4.931 4.292  O122 0.961
127 C 2.667 0.893 -5.230  O128 1.425, H129 1.087, H130 1.093, H131 1.093
128 O 3.304 -0.268 -4.703  C127 1.425, H132 0.961
129 H 1.595 0.709 -5.229  C127 1.087
130 H 2.878 1.769 -4.611  C127 1.093
131 H 2.996 1.087 -6.254  C127 1.093
132 H 4.252 -0.109 -4.702  O128 0.961
133 C -10.307 1.824 1.859  O134 1.424, H135 1.087, H136 1.093, H137 1.094
134 O -10.968 2.907 1.212  C133 1.424, H138 0.962
135 H -9.315 2.165 2.144  C133 1.087
136 H -10.848 1.513 2.756  C133 1.093
137 H -10.207 0.970 1.183  C133 1.094
138 H -11.845 2.603 0.958  O134 0.962
139 C -1.075 -5.400 -3.080  O140 1.423, H141 1.088, H142 1.094, H143 1.093
140 O -2.164 -4.819 -3.789  C139 1.423, H144 0.964
141 H -1.463 -6.238 -2.505  C139 1.088
142 H -0.310 -5.768 -3.770  C139 1.094
143 H -0.626 -4.678 -2.393  C139 1.093
144 H -1.820 -4.078 -4.300  O140 0.964
145 C -8.549 -5.005 -4.455  O146 1.426, H147 1.086, H148 1.093, H149 1.092
146 O -9.512 -4.792 -3.423  C145 1.426, H150 0.962
147 H -8.266 -6.053 -4.450  C145 1.086
148 H -8.975 -4.754 -5.430  C145 1.093
149 H -7.661 -4.394 -4.277  C145 1.092
150 H -9.751 -3.860 -3.439  O146 0.962
151 C -4.785 6.222 -2.874  O152 1.429, H153 1.086, H154 1.093, H155 1.093
152 O -5.367 7.412 -3.409  C151 1.429, H156 0.960
153 H -5.563 5.469 -2.792  C151 1.086
154 H -4.000 5.856 -3.540  C151 1.093
155 H -4.367 6.422 -1.884  C151 1.093
156 H -4.664 8.063 -3.479  O152 0.960
157 C 5.152 -1.390 4.384  O158 1.424, H159 1.088, H160 1.093, H161 1.094
158 O 6.267 -1.181 5.246  C157 1.424, H162 0.961
159 H 5.490 -1.236 3.361  C157 1.088
160 H 4.769 -2.409 4.481  C157 1.093
161 H 4.350 -0.680 4.603  C157 1.094
162 H 5.965 -1.318 6.148  O158 0.961
163 C -10.299 -2.267 -0.784  O164 1.425, H165 1.088, H166 1.093, H167 1.094
164 O -9.106 -1.694 -1.312  C163 1.425, H168 0.962
165 H -10.284 -3.331 -1.010  C163 1.088
166 H -10.349 -2.135 0.300  C163 1.093
167 H -11.185 -1.818 -1.243  C163 1.094
168 H -9.115 -0.752 -1.113  O164 0.962
169 C 12.140 8.167 6.191  O170 1.425, H171 1.087, H172 1.093, H173 1.093
170 O 11.890 7.112 5.267  C169 1.425, H174 0.961
171 H 11.386 8.110 6.972  C169 1.087
172 H 13.130 8.063 6.643  C169 1.093
173 H 12.070 9.140 5.698  C169 1.093
174 H 12.558 7.165 4.578  O170 0.961
175 C -12.912 7.651 -0.457  O176 1.425, H177 1.087, H178 1.093, H179 1.093
176 O -12.404 6.398 -0.006  C175 1.425, H180 0.961
177 H -13.114 7.562 -1.522  C175 1.087
178 H -13.840 7.906 0.060  C175 1.093
179 H -12.181 8.448 -0.300  C175 1.093
180 H -12.225 6.479 0.935  O176 0.961